Here is C61H44N7RbS2 as an isolated structure at a distorted geometry from OMol25. Energies are from ωB97M-V with the def2-TZVPD basis set.

## Properties
Energy above the lowest of the compared OMol25 structures with the same formula, charge and spin = 25.6 kcal/mol
E_LUMO (spin up / spin down) = 3.52 / 3.52 eV
HOMO (spin up / spin down) = -1.22 / -1.26 eV
Gap between HOMO and LUMO (spin up / spin down) = 4.742 / 4.785 eV
Charge = -2
Largest force on an atom = 0.0525 Eh/bohr

Geometry as XYZ:
```
115
Properties=species:S:1:pos:R:3:forces:R:3:lowdin_charge:R:1
Rb 12.52012 16.90198 12.17392 0.21 0.28 0.08 0.68
C 7.59019 19.41628 18.30131 0.63 0.57 -1.04 -0.11
C 7.06568 19.11596 17.02912 -0.85 -0.16 2.11 -0.13
C 7.83484 19.17402 15.91689 1.25 -0.57 -1.85 -0.04
C 9.24149 19.45268 15.98236 -1.15 0.87 1.00 -0.17
C 9.65750 20.05485 17.19104 0.79 -0.77 -0.08 -0.05
C 8.88440 19.96868 18.33807 -1.10 -0.50 1.49 -0.11
C 10.22177 19.13417 14.95094 1.63 -1.18 -0.46 -0.06
C 11.51302 18.59062 15.39841 0.27 -0.04 -0.43 -0.21
C 11.90912 18.06929 16.72789 0.92 0.07 -0.37 -0.04
C 13.27423 17.94335 16.74926 -0.95 0.89 -1.14 -0.03
C 13.74034 18.43964 15.42758 -0.37 0.92 -0.40 -0.21
C 15.01164 19.03525 15.04581 -0.46 -1.56 -0.52 -0.04
C 16.04998 19.30165 16.11073 -0.50 -0.34 -0.38 -0.19
C 15.58341 19.92153 17.25072 -0.64 1.14 1.36 -0.05
C 16.40281 20.10752 18.38093 -0.80 -0.25 -0.05 -0.11
C 17.72839 19.73317 18.39493 0.14 0.22 -0.27 -0.12
C 18.27354 19.23648 17.19584 -1.10 -0.60 0.31 -0.10
C 17.41735 18.96476 16.11389 1.33 -0.91 -0.80 -0.05
C 15.32793 19.37536 13.69176 -1.76 -0.67 -1.17 -0.25
N 14.58201 19.08519 12.52731 1.28 0.63 1.05 0.08
C 15.25229 19.68554 11.47994 -0.70 -0.85 1.11 -0.27
C 14.86523 19.52073 10.13154 0.92 0.68 -0.94 -0.07
C 15.84922 19.87324 9.05511 0.37 0.23 -0.53 -0.15
C 15.50072 20.66103 7.92089 -0.52 0.16 0.60 -0.04
C 16.43418 20.98245 6.93938 0.16 -0.77 0.47 -0.10
C 17.65323 20.29451 6.96393 0.32 0.63 -0.81 -0.12
C 18.05503 19.53016 8.05394 -0.22 0.26 -0.88 -0.10
C 17.18403 19.40673 9.09426 -1.40 -0.19 0.44 -0.06
C 13.59833 19.11262 9.66315 -0.27 -0.14 0.84 -0.33
C 13.33403 18.31689 8.47836 -1.53 0.06 -0.24 -0.03
C 11.96824 18.03497 8.47655 1.72 0.96 -0.11 -0.03
C 11.44244 18.78432 9.65278 0.88 -0.38 0.01 -0.31
N 12.48382 19.35214 10.37727 -0.94 -0.91 -1.24 0.11
C 10.10970 19.01508 10.01416 -0.84 0.25 1.03 -0.08
C 9.78297 19.38762 11.38910 -0.95 0.51 -0.35 -0.26
C 8.82173 20.42802 11.86129 0.81 -0.99 0.67 -0.03
C 8.94697 20.46005 13.23036 0.61 -1.13 -0.98 -0.04
C 9.89159 19.36252 13.58744 -0.66 1.83 -0.33 -0.25
N 10.37922 18.83113 12.44688 0.54 -0.72 0.59 0.05
C 9.05322 19.03513 8.97042 -0.83 0.03 0.12 -0.15
C 7.67818 18.65631 9.23808 1.88 0.39 -0.08 -0.02
C 6.71191 18.75491 8.25474 0.39 0.29 0.41 -0.10
C 7.07539 19.35307 7.04814 -1.31 -0.28 -0.73 -0.14
C 8.35303 19.76359 6.76284 1.23 -0.55 -0.19 -0.11
C 9.37210 19.52054 7.69032 0.33 0.58 0.13 -0.04
C 16.42372 20.36952 11.96574 0.83 -0.15 1.30 -0.03
C 16.46092 20.14050 13.34673 0.56 0.88 -2.49 -0.05
N 12.62828 18.64458 14.61602 0.14 0.56 1.04 0.06
H 6.97097 19.26423 19.18062 0.27 0.11 0.01 0.08
H 6.04111 18.72763 17.01853 0.30 0.26 -0.41 0.10
H 7.36687 18.87418 14.96662 0.57 0.04 0.35 0.12
H 10.68776 20.42425 17.26168 -0.45 -0.16 -0.05 0.12
H 9.26617 20.20124 19.35619 0.04 0.20 -1.00 0.10
H 11.30594 17.77142 17.55832 -0.58 0.01 0.15 0.09
H 13.83495 17.55316 17.57636 0.34 0.03 0.08 0.09
H 14.53971 20.32008 17.27985 0.98 -0.63 -0.03 0.13
H 15.97129 20.45094 19.32095 -0.08 0.20 -0.32 0.09
H 18.23403 19.85607 19.36279 0.32 -0.19 -0.74 0.09
H 19.28141 18.84987 17.14280 0.15 0.20 0.03 0.08
H 17.91314 18.36691 15.28211 -1.09 1.02 0.84 0.14
H 14.47191 21.03334 7.78027 0.54 -0.13 0.50 0.12
H 16.20125 21.73476 6.17468 0.05 -0.67 0.09 0.10
H 18.25017 20.34196 6.06242 0.41 0.18 0.11 0.08
H 18.97688 18.95632 8.09063 0.01 0.30 -0.25 0.10
H 17.47528 18.77940 9.89649 0.09 -0.39 0.90 0.11
H 14.04638 18.08059 7.69481 -0.01 -0.24 0.28 0.10
H 11.51762 17.43055 7.66532 -0.18 0.56 0.95 0.11
H 8.17483 21.03082 11.26281 -0.08 0.39 -0.40 0.08
H 8.61578 21.21272 13.92316 -0.45 -0.03 0.08 0.09
H 7.48474 18.29232 10.23693 -0.21 -0.14 0.01 0.11
H 5.69129 18.40914 8.44984 0.38 0.20 -0.18 0.10
H 6.32108 19.43796 6.26730 0.02 0.11 0.12 0.09
H 8.62057 20.15734 5.77088 -0.29 -0.07 0.52 0.10
H 10.43233 19.79743 7.47261 -1.13 -0.20 0.21 0.12
H 17.18420 20.89631 11.37048 -0.56 -0.21 0.37 0.10
H 17.22363 20.47725 14.00522 0.37 0.33 0.41 0.08
N 10.82153 25.41067 14.70042 0.60 0.97 0.23 -0.37
S 11.12474 24.69344 13.33699 -1.63 -0.50 -0.18 0.98
C 12.86476 24.86360 13.09275 0.62 0.97 -0.13 -0.39
C 13.34317 24.63084 11.79671 0.09 -0.57 0.73 -0.07
C 14.70799 24.61877 11.58707 -0.03 0.79 1.82 -0.07
C 15.56813 24.99077 12.62387 -0.52 -0.27 1.44 -0.07
C 15.09820 25.25713 13.94076 -0.74 0.01 -1.53 -0.06
C 13.70564 25.22611 14.15530 0.61 -0.16 -0.87 -0.07
C 10.52540 25.70598 11.92875 -0.86 -0.41 -1.00 -0.38
C 10.57323 27.07427 11.94352 0.66 0.47 0.99 -0.10
C 10.40955 27.75701 10.75393 -0.52 1.86 0.29 -0.11
C 9.83301 27.17883 9.64914 0.25 -0.99 -0.50 -0.10
C 9.56135 25.80197 9.68584 -0.62 0.01 -0.41 -0.08
C 9.90233 25.07170 10.81753 1.27 0.66 1.20 -0.08
H 9.83237 25.41474 14.93355 0.12 -0.58 -0.20 -0.03
H 12.67070 24.37416 10.99313 -0.13 -0.11 -0.02 0.11
H 15.14294 24.29018 10.69470 0.33 -0.21 -1.41 0.09
H 16.62447 24.99636 12.43957 0.39 -0.04 -0.05 0.09
H 15.77223 25.51204 14.76038 -0.15 -0.06 -0.36 0.10
H 13.28535 25.54262 15.09020 -0.28 -0.25 0.32 0.08
H 10.70014 27.59692 12.90905 0.61 -0.26 -0.65 0.12
H 10.63838 28.83512 10.73354 -0.29 -0.50 0.07 0.11
H 9.60558 27.76714 8.75698 0.15 -0.22 0.28 0.10
H 9.05030 25.34422 8.81837 0.38 0.10 0.71 0.11
H 9.77533 24.02964 11.00225 -0.32 -0.86 -0.74 0.09
C 13.78879 10.80878 9.60704 1.33 0.92 0.35 -0.07
C 13.32956 11.00014 11.02078 -0.38 0.75 1.97 -0.36
C 12.94869 9.92366 11.83694 -0.04 -1.29 -1.30 -0.08
C 12.44500 10.24297 13.08364 0.63 -0.03 0.45 -0.20
N 12.44089 11.45835 13.55400 -1.05 -0.57 0.83 -0.01
C 12.84432 12.46850 12.78770 0.85 1.26 0.35 -0.91
S 12.80956 14.01118 13.62705 0.21 -0.60 -1.01 0.31
N 13.33614 12.26828 11.53627 -0.38 -1.03 -1.21 0.08
H 14.41055 11.72115 9.43065 -0.33 -0.85 -0.33 0.08
H 12.98433 10.79382 8.88465 -0.34 0.00 -0.06 0.06
H 14.39205 9.88867 9.49286 -0.26 0.43 0.05 0.07
H 13.02295 8.85090 11.49281 -0.18 1.34 0.29 0.10
H 12.11639 9.52616 13.82821 -0.06 -0.55 -0.31 0.09
```
Forces are in eV/Å.


Here is C4H7O3 as an isolated structure at a distorted geometry from OMol25. Energies are from ωB97M-V with the def2-TZVPD basis set.

## Properties
2S+1 = 2
Energy above the lowest of the compared OMol25 structures with the same formula, charge and spin = 128.4 kcal/mol
E_LUMO (spin up / spin down) = -0.76 / -4.47 eV
HOMO (spin up / spin down) = -8.40 / -8.40 eV
Gap between HOMO and LUMO (spin up / spin down) = 7.643 / 3.938 eV
<S²> = 0.7593
Largest force on an atom = 0.1129 Eh/bohr

Geometry as XYZ:
```
14
Properties=species:S:1:pos:R:3:forces:R:3:lowdin_spin:R:1
C 2.71799 0.56949 0.18296 4.84 3.05 1.02 0.00
O 3.46278 -0.04570 1.03385 -1.55 -0.26 -0.63 0.00
C 2.69562 0.16468 -1.25151 -1.86 2.98 1.56 0.00
C 1.18938 0.15270 0.02179 0.59 -4.90 -1.06 0.00
C -3.52506 -0.03684 0.15873 2.86 -1.29 0.84 0.12
O -4.20729 -0.49894 -0.72066 -1.27 0.72 -0.24 0.32
O -2.37616 -0.40433 0.61781 -2.95 2.30 -0.02 0.40
H 2.73172 1.74465 0.42452 -0.52 -1.81 -1.14 0.00
H 0.73700 0.42958 -0.92836 -1.39 0.02 1.08 0.00
H 2.74286 -0.86490 -1.43023 0.55 -1.33 -0.67 0.00
H 2.16684 0.85042 -1.95528 1.12 -0.76 0.16 0.00
H 1.41416 -1.03047 0.10366 -1.61 2.27 -0.18 0.00
H 0.79761 0.39393 0.99672 -0.19 0.73 -0.14 0.00
H -4.09245 0.96834 0.66930 1.38 -1.72 -0.58 0.16
```
Forces are in eV/Å.


Here is C19H22F5NO5PS2Sn as an isolated structure from OMol25. Energies are from ωB97M-V with the def2-TZVPD basis set.

## Properties
2S+1 = 2
Energy above the lowest of the compared OMol25 structures with the same formula, charge and spin = 0.0 kcal/mol
E_LUMO (spin up / spin down) = -0.15 / -2.63 eV
HOMO (spin up / spin down) = -8.36 / -8.39 eV
Gap between HOMO and LUMO (spin up / spin down) = 8.208 / 5.763 eV
<S²> = 0.7697
Largest force on an atom = 0.0120 Eh/bohr

Geometry as XYZ:
```
56
Properties=species:S:1:pos:R:3:forces:R:3:lowdin_spin:R:1
Sn 0.86868 0.26657 -0.37626 0.05 0.14 0.57 0.00
O 1.70558 1.57116 1.35788 0.13 -0.44 -0.41 0.00
N 0.99698 2.52583 1.92401 -0.33 0.13 0.16 0.00
C 1.66627 3.50205 2.56983 0.17 0.11 0.15 0.00
C 1.01080 4.53351 3.19178 -0.01 -0.05 0.01 0.00
C -0.38267 4.56138 3.16794 -0.02 -0.12 -0.07 0.00
C -1.05469 3.56396 2.49728 0.09 0.16 0.13 0.00
C -0.36105 2.53757 1.84797 -0.10 -0.29 -0.24 0.01
S -1.18530 1.33804 0.92244 -0.01 0.10 0.04 0.14
H 2.74022 3.40071 2.54639 -0.01 -0.06 -0.05 0.00
H 1.58570 5.30231 3.68654 0.03 -0.02 0.01 0.00
H -0.92517 5.35599 3.66210 -0.02 0.00 -0.02 0.00
H -2.13304 3.54535 2.43412 0.00 0.02 0.00 0.00
F -0.33373 8.68977 1.15982 -0.01 0.15 0.08 0.02
C -0.27505 7.47901 0.63376 0.01 -0.23 -0.09 0.07
C 0.94813 6.83790 0.50007 0.02 -0.06 -0.03 -0.01
F 2.06092 7.44359 0.90727 0.05 0.06 0.07 -0.01
C 1.00108 5.57156 -0.04266 -0.16 -0.02 0.04 0.06
F 2.17969 4.97255 -0.12669 0.16 0.03 -0.03 0.02
C -0.14965 4.90977 -0.49832 0.03 -0.20 -0.03 0.05
S -0.05981 3.36701 -1.24937 -0.15 0.15 -0.12 0.58
C -1.37035 5.58153 -0.33269 0.08 0.03 0.02 0.06
F -2.49995 4.99570 -0.69601 -0.09 0.02 -0.05 0.02
C -1.43764 6.84194 0.22470 -0.03 -0.03 -0.01 -0.01
F -2.61012 7.45348 0.37276 -0.05 0.05 0.03 -0.01
C 2.11683 -4.22531 1.37079 -0.11 0.19 -0.31 0.00
C 1.03257 -4.88873 0.52768 -0.01 -0.31 0.33 0.00
C -0.24467 -5.07994 1.33763 0.03 0.15 -0.14 0.00
C 1.52513 -6.22041 -0.02309 -0.04 0.18 -0.11 0.00
O 0.68718 -4.09485 -0.64871 0.08 0.02 0.07 0.00
P 0.84877 -2.53201 -0.80576 0.15 0.15 -0.22 0.00
O 2.23267 -1.98715 -0.90780 0.00 -0.16 0.12 0.00
O 0.05674 -1.76473 0.27351 0.11 0.51 -0.16 0.00
O 0.16848 -2.23773 -2.22000 -0.15 -0.24 0.05 0.00
C -1.13842 -2.63937 -2.71269 -0.31 -0.08 -0.19 0.00
C -1.51327 -1.55638 -3.71804 0.15 -0.02 0.12 0.00
C -0.99205 -3.98984 -3.40666 0.16 0.10 0.12 0.00
C -2.18517 -2.71367 -1.60367 0.31 0.08 0.04 0.00
H 2.39391 -4.87630 2.19943 -0.05 -0.04 -0.01 0.00
H 1.75711 -3.27646 1.77000 0.04 0.00 0.07 0.00
H 2.99461 -4.02534 0.75776 0.06 0.00 0.05 0.00
H -0.03236 -5.66811 2.23063 -0.02 -0.01 0.01 0.00
H -0.99424 -5.60295 0.74148 -0.01 0.01 0.02 0.00
H -0.64447 -4.11024 1.63784 0.00 -0.01 0.02 0.00
H 1.73459 -6.90662 0.79742 0.01 -0.01 0.00 0.00
H 2.43414 -6.07243 -0.60663 0.01 -0.02 0.02 0.00
H 0.76611 -6.66220 -0.66989 0.00 -0.02 0.02 0.00
H -0.74676 -1.48222 -4.48982 -0.02 0.00 -0.01 0.00
H -1.58750 -0.59221 -3.21097 -0.04 0.01 -0.04 0.00
H -2.47072 -1.78406 -4.18635 -0.01 0.00 0.00 0.00
H -0.22944 -3.92821 -4.18374 -0.02 -0.01 -0.01 0.00
H -1.93864 -4.28554 -3.85979 -0.01 0.01 0.00 0.00
H -0.68898 -4.74657 -2.68428 -0.02 -0.04 -0.02 0.00
H -2.28933 -1.74774 -1.11022 -0.05 -0.01 0.03 0.00
H -1.89254 -3.44701 -0.85285 -0.08 -0.03 0.03 0.00
H -3.14614 -3.00390 -2.02790 0.01 0.00 -0.03 0.00
```
Forces are in eV/Å.


Here is C16H14ClIrN3O4Se as an isolated structure from OMol25. Energies are from ωB97M-V with the def2-TZVPD basis set.

## Properties
Energy above the lowest of the compared OMol25 structures with the same formula, charge and spin = 0.0 kcal/mol
E_LUMO = -3.94 eV
HOMO = -10.80 eV
Gap between HOMO and LUMO = 6.859 eV
Charge = +1
Largest force on an atom = 0.0079 Eh/bohr

Geometry as XYZ:
```
40
Properties=species:S:1:pos:R:3:forces:R:3:lowdin_charge:R:1
Ir -0.26478 -0.75617 1.00425 0.14 0.16 0.00 1.10
N 0.26361 1.14628 0.43379 0.12 0.03 -0.04 -0.02
C -0.85883 1.84970 -0.19473 0.04 0.04 0.05 -0.19
C -0.75022 3.12961 -0.65165 -0.04 0.00 0.01 0.01
C -1.87172 3.76611 -1.22406 0.01 0.00 0.00 -0.03
C -3.06517 3.10949 -1.32698 0.00 -0.01 -0.01 0.00
C -3.19251 1.77769 -0.86895 0.01 0.00 0.01 -0.13
C -4.38406 1.01965 -0.96793 -0.01 -0.01 -0.01 0.03
C -4.40407 -0.27243 -0.53146 0.00 0.01 -0.01 0.00
C -3.23779 -0.82829 0.02485 0.00 0.02 0.05 -0.08
N -2.12477 -0.14327 0.15027 0.04 0.05 0.02 -0.04
C -2.07616 1.15023 -0.29190 0.01 -0.04 -0.10 -0.15
H 1.09734 1.21280 -0.14669 0.01 -0.09 -0.04 0.10
H 0.50418 1.59876 1.31797 0.07 0.04 -0.02 0.13
H 0.18937 3.66289 -0.57106 0.00 0.00 0.00 0.13
H -1.77513 4.78174 -1.58060 0.00 0.00 0.00 0.12
H -3.92510 3.59698 -1.76739 0.00 0.00 0.00 0.13
H -5.26703 1.47362 -1.39969 0.00 0.00 0.00 0.13
H -5.29472 -0.87950 -0.59783 0.00 0.00 0.00 0.12
H -3.22261 -1.84733 0.38849 0.00 0.00 0.00 0.12
O -3.15098 -1.14415 2.99776 -0.03 -0.01 0.00 -0.24
Cl -1.77265 -1.35141 3.20835 0.20 0.15 0.04 0.74
O -1.44702 -1.78749 4.49462 0.06 -0.19 -0.05 -0.19
O -0.99715 -0.09232 2.87950 -0.26 -0.10 -0.02 -0.47
O -1.22680 -2.27980 2.13869 -0.07 -0.17 0.13 -0.46
N 0.79858 -2.01825 -1.56375 -0.12 -0.02 0.03 0.24
C 0.38838 -1.55601 -0.58911 0.07 -0.06 0.01 -0.29
H 1.16308 -2.49625 -2.36221 0.07 0.00 0.02 0.12
Se 1.89095 -1.29394 2.12941 -0.28 0.29 -0.07 0.74
C 3.20132 -1.27707 0.72332 0.00 -0.15 -0.02 -0.66
C 3.51437 -0.14156 -0.01752 -0.03 0.07 0.04 -0.16
C 4.48768 -0.18204 -1.00459 0.03 -0.04 -0.02 -0.08
C 5.18127 -1.36054 -1.24691 -0.02 0.03 0.00 -0.08
C 4.89544 -2.48932 -0.49309 -0.01 -0.02 -0.01 -0.07
C 3.90756 -2.45201 0.48259 -0.05 -0.01 -0.09 -0.14
H 3.03417 0.80335 0.20700 0.03 0.04 0.07 0.08
H 4.72558 0.71291 -1.56503 -0.01 0.00 0.00 0.11
H 5.95101 -1.39177 -2.00618 0.00 0.00 0.00 0.11
H 5.43878 -3.40925 -0.66531 0.01 0.01 0.00 0.11
H 3.67661 -3.34165 1.05372 0.00 0.01 0.02 0.10
```
Forces are in eV/Å.


Question: The lowest largest force on an atom belongs to which entry?
Answer: C16H14ClIrN3O4Se